ORCA calculation (wB97M-V/def2-TZVPD) on 13 unconnected molecules or ions with the total composition C54H144N10O17 in a non-equilibrium geometry.

The geometry in ORCA input format:
```
! wB97M-V def2-TZVPD RIJCOSX def2/J DEFGRID3
* xyz 0 1
C 1.0785 -5.2000 4.5382
O 2.4437 -5.5762 4.8751
C 3.3571 -5.4271 3.8289
C 3.4761 -6.6092 2.8124
N 4.0615 -7.8159 3.4211
C 4.0641 -8.9504 2.4582
C 4.3146 -10.3261 3.1146
O 3.2623 -10.5666 4.0267
C 3.4832 -11.6561 4.9189
H 0.7913 -5.7870 3.6658
H 0.8396 -4.1444 4.4094
H 0.3083 -5.5131 5.2431
H 4.3321 -5.2425 4.2797
H 3.1678 -4.5251 3.2469
H 4.0494 -6.2385 1.9626
H 2.4259 -6.8014 2.5929
H 3.3415 -8.0132 4.1013
H 4.8291 -8.6837 1.7291
H 3.0839 -8.9966 1.9835
H 5.1780 -10.2221 3.7717
H 4.4732 -11.1554 2.4253
H 3.6229 -12.5309 4.2839
H 2.6869 -11.9164 5.6163
H 4.4155 -11.5478 5.4732
C -2.2691 10.4501 10.5233
O -2.2013 9.2530 9.7300
C -1.0309 8.5014 9.9633
C 0.2053 8.8767 9.1301
N 0.0316 8.7643 7.7036
C -0.0209 7.3563 7.3146
C -0.4635 7.2580 5.8325
O -1.8362 7.6087 5.7402
C -2.5423 7.1929 4.5694
H -2.0112 10.2492 11.5631
H -3.2759 10.8600 10.4421
H -1.5898 11.2192 10.1557
H -1.3249 7.4733 9.7520
H -0.7574 8.5028 11.0184
H 1.1110 8.3679 9.4602
H 0.4449 9.9321 9.2595
H -0.8953 9.0865 7.4647
H -0.7097 6.7843 7.9362
H 0.9770 6.9276 7.4066
H -0.2631 6.2565 5.4518
H 0.1078 7.9082 5.1700
H -2.3316 7.9272 3.7918
H -3.6139 7.2869 4.7456
H -2.3035 6.3005 3.9909
C 1.5341 -12.4972 -0.9494
O 2.0757 -11.4101 -1.7033
C 0.9994 -10.6454 -2.1667
C 1.5719 -9.3080 -2.7223
N 0.4326 -8.3520 -2.8251
C 0.8089 -7.0023 -3.3660
C -0.2917 -6.0265 -2.9552
O -0.4681 -6.0341 -1.5241
C -1.1560 -4.8074 -1.1050
H 2.3108 -13.1951 -0.6369
H 0.7685 -13.0726 -1.4698
H 0.9878 -12.0984 -0.0946
H 0.2980 -10.4515 -1.3552
H 0.4183 -11.1684 -2.9262
H 1.9509 -9.4734 -3.7308
H 2.3197 -8.8044 -2.1096
H 0.0022 -8.1763 -1.9285
H 0.8803 -7.0015 -4.4537
H 1.7437 -6.6009 -2.9749
H -1.2228 -6.1464 -3.5090
H 0.0715 -5.0348 -3.2250
H -1.4658 -4.8559 -0.0610
H -2.1161 -4.6957 -1.6086
H -0.5790 -3.9045 -1.3048
C -5.9338 1.5785 -5.6375
O -5.3215 2.0813 -6.8222
C -5.2093 1.0403 -7.8308
C -4.7714 1.6743 -9.1909
N -3.3894 2.0990 -9.0737
C -2.9313 2.9228 -10.2147
C -1.4610 3.1364 -10.2439
O -1.0478 3.9168 -9.0963
C 0.3528 4.0236 -8.8771
H -7.0006 1.3745 -5.7294
H -5.8830 2.3136 -4.8343
H -5.4032 0.6901 -5.2951
H -6.1759 0.5549 -7.9654
H -4.5553 0.1894 -7.6397
H -5.4982 2.4690 -9.3589
H -4.9916 0.9461 -9.9715
H -3.2715 2.6868 -8.2609
H -3.4353 3.8875 -10.1558
H -3.1698 2.5846 -11.2231
H -1.2134 3.7105 -11.1368
H -0.9882 2.1565 -10.3086
H 0.7818 3.0373 -8.7004
H 0.6086 4.6936 -8.0563
H 0.8685 4.5075 -9.7066
C 7.1909 5.6850 -6.2969
C 7.7023 5.2999 -4.9068
C 6.9622 4.1559 -4.1752
O 5.5488 4.4994 -4.0912
C 5.2271 5.4287 -3.1343
N 9.1074 5.0964 -5.1098
H 7.0854 4.7523 -6.8510
H 7.8566 6.3445 -6.8535
H 6.1793 6.0476 -6.1142
H 7.5773 6.1299 -4.2114
H 7.4517 3.9757 -3.2181
H 7.0435 3.2016 -4.6957
H 5.9799 5.5740 -2.3595
H 4.3023 5.2137 -2.5990
H 5.1095 6.4420 -3.5183
H 9.1729 4.3056 -5.7347
H 9.4897 5.8592 -5.6502
C -8.5718 3.4439 8.9456
C -7.7855 4.5671 8.2078
C -7.4017 4.1642 6.7051
O -6.5091 3.0445 6.5676
C -5.2709 3.3232 7.2206
N -8.5447 5.8166 8.2942
H -8.8552 3.7573 9.9503
H -8.0113 2.5098 8.9813
H -9.5657 3.2172 8.5598
H -6.8472 4.6678 8.7533
H -6.9975 5.0867 6.2884
H -8.3218 3.9567 6.1587
H -4.5132 2.7177 6.7231
H -5.3591 3.0603 8.2747
H -4.8968 4.3437 7.1395
H -7.9419 6.5468 7.9427
H -8.5646 6.0503 9.2766
C -5.2929 -3.8252 4.9790
C -4.9334 -2.3402 4.6951
C -5.6429 -1.7715 3.4024
O -4.8724 -0.6784 2.9541
C -5.4341 0.0866 1.8659
N -5.2569 -1.6030 5.9033
H -4.7080 -4.3988 4.2599
H -6.3607 -4.0179 4.8754
H -4.8792 -4.2051 5.9132
H -3.8640 -2.2598 4.5000
H -6.6671 -1.5389 3.6940
H -5.7441 -2.5192 2.6158
H -5.7031 -0.4556 0.9593
H -4.7220 0.8717 1.6116
H -6.4002 0.4807 2.1813
H -5.2258 -0.6509 5.5678
H -6.2598 -1.7072 5.9622
C -0.7104 1.3393 -3.4291
C 0.5370 1.9957 -2.9334
C 0.7326 1.7320 -1.4905
O -0.3123 2.2707 -0.6570
C -0.3134 1.9132 0.7353
N 1.6164 1.5341 -3.7657
H -1.6522 1.6991 -3.0148
H -0.5813 0.2644 -3.3029
H -0.8799 1.4759 -4.4972
H 0.5064 3.0637 -3.1490
H 1.6901 2.1497 -1.1793
H 0.8093 0.6552 -1.3400
H -1.2478 2.1601 1.2393
H 0.3870 2.6180 1.1833
H -0.0310 0.8701 0.8778
H 2.4005 2.1647 -3.6784
H 1.2898 1.5550 -4.7212
C -1.8046 -2.0827 11.0880
C -1.8142 -0.6645 10.4934
C -1.0237 -0.5890 9.2214
O -0.8291 0.7338 8.8620
C -0.0341 0.9176 7.6788
N -3.2125 -0.2836 10.3069
H -0.8225 -2.5256 11.2538
H -2.2190 -2.7328 10.3174
H -2.2846 -2.1644 12.0632
H -1.3808 0.0737 11.1681
H -1.5205 -1.1425 8.4246
H -0.0910 -1.0981 9.4640
H 0.8546 0.2865 7.6819
H 0.3335 1.9355 7.5491
H -0.5330 0.5872 6.7678
H -3.2896 0.5454 9.7350
H -3.6394 -0.9563 9.6862
C 4.5165 -1.3518 -8.4038
C 4.5069 -2.9395 -8.5177
C 5.7693 -3.5573 -7.9660
O 6.9087 -2.9013 -8.5990
C 8.0849 -3.7865 -8.5762
N 3.3065 -3.3413 -7.8052
H 3.4887 -1.0194 -8.5492
H 5.1503 -0.9455 -9.1921
H 4.8923 -0.8881 -7.4917
H 4.3633 -3.2929 -9.5387
H 5.6049 -4.6322 -8.0400
H 5.7827 -3.3185 -6.9026
H 7.9788 -4.6515 -7.9214
H 8.9741 -3.2136 -8.3135
H 8.4072 -4.1894 -9.5364
H 3.4275 -3.0134 -6.8576
H 2.5079 -2.8470 -8.1764
C -0.0657 7.8889 -2.1066
C 0.6728 8.1651 -0.7205
O 1.7212 9.0155 -1.0501
H -0.3993 8.7690 -2.6563
H -0.8857 7.1900 -1.9415
H 0.5717 7.3285 -2.7906
H 1.1636 7.2905 -0.2936
H -0.0200 8.6563 -0.0373
H 2.1592 9.2339 -0.2242
C -0.5151 -2.4845 -11.4475
C -1.4053 -2.6936 -10.2332
O -1.0358 -1.6934 -9.3227
H 0.5270 -2.7267 -11.2389
H -0.3981 -1.4849 -11.8660
H -0.8052 -3.1139 -12.2888
H -1.2134 -3.6446 -9.7362
H -2.4145 -2.4634 -10.5746
H -1.4988 -0.8780 -9.5284
C 5.4677 -1.1779 -2.1316
C 4.4132 -2.2696 -2.2765
O 3.7999 -2.1038 -3.5300
H 6.1411 -1.4188 -1.3091
H 4.9432 -0.2353 -1.9747
H 6.0965 -1.1493 -3.0215
H 3.6349 -2.1148 -1.5293
H 4.8970 -3.2401 -2.1670
H 3.4269 -1.2193 -3.5232
*
```

Output
- LUMO energy: 0.004 eV
- Energy: -108026.744 eV
- Gap between HOMO and LUMO: 8.63 eV

Mulliken population analysis, charges in e, atoms 1 to 2: -0.705 -0.351

***

ORCA calculation (wB97M-V/def2-TZVPD) on 12 unconnected molecules or ions with the total composition C54H147Cl8F3N21O9P7 in a non-equilibrium geometry.

The geometry in ORCA input format:
```
! wB97M-V def2-TZVPD RIJCOSX def2/J DEFGRID3
* xyz 0 1
Cl 2.1209 -8.5057 1.6158
C 2.3020 -7.7164 3.2271
C 1.1967 -6.5501 3.4001
Cl -0.5103 -6.8854 2.7914
H 3.3549 -7.4448 3.3036
H 2.0314 -8.2796 4.1203
H 1.5319 -5.6942 2.8142
H 1.1539 -6.1996 4.4313
Cl 2.9436 -0.8641 4.2220
C 3.2112 -2.2031 5.3079
C 4.6752 -2.2185 5.7232
Cl 5.1471 -0.7831 6.6401
H 2.9733 -3.0785 4.7036
H 2.5303 -2.1425 6.1570
H 5.3449 -2.1219 4.8686
H 4.9368 -3.0391 6.3913
Cl -0.5416 1.4000 -4.7738
C -1.1655 2.9961 -4.6282
C -2.5725 3.1837 -5.2463
Cl -3.8435 2.2208 -4.4267
H -0.4329 3.7166 -4.9920
H -1.1952 3.1333 -3.5473
H -2.5109 2.8393 -6.2786
H -2.9391 4.1950 -5.0702
Cl 0.0018 -3.7090 5.5342
C -1.1677 -2.5145 6.3164
C -2.5913 -3.0279 6.1583
Cl -3.3429 -2.2930 4.7742
H -0.9664 -1.5696 5.8117
H -1.1254 -2.5832 7.4034
H -3.1578 -2.7224 7.0380
H -2.6716 -4.1105 6.0598
O -0.0124 4.3106 -1.3627
P -0.7757 5.1990 -0.4771
N 0.1185 5.9262 0.8116
C 1.1682 6.9941 0.3767
C 0.5403 5.0793 2.0271
N -2.0554 4.4209 0.3639
C -2.6785 5.0325 1.4768
C -2.7371 3.1794 -0.1825
N -1.5046 6.5320 -1.2258
C -2.1470 7.7524 -0.5480
C -1.6140 6.6671 -2.7074
H 2.0227 6.6323 -0.1953
H 1.5553 7.5931 1.2010
H 0.7807 7.7854 -0.2650
H 0.2497 5.4728 3.0012
H 1.6298 5.0618 1.9990
H 0.1510 4.0643 1.9484
H -2.7638 4.3213 2.2984
H -2.0800 5.8733 1.8275
H -3.7041 5.3421 1.2758
H -2.9889 2.5659 0.6826
H -3.7044 3.3856 -0.6405
H -2.0350 2.6049 -0.7867
H -2.3755 7.4807 0.4826
H -1.4582 8.5957 -0.4972
H -3.0832 8.0096 -1.0434
H -0.9645 5.9295 -3.1788
H -1.4009 7.6820 -3.0431
H -2.5646 6.3148 -3.1078
O 1.5210 4.6856 5.6427
P 1.5385 3.1676 5.6439
N 2.6604 2.4718 4.6130
C 4.0369 2.3533 4.9656
C 2.4242 2.2415 3.2084
N -0.0034 2.6145 5.1070
C -0.1888 1.2265 4.8404
C -1.1976 3.4326 4.9513
N 1.6634 2.2874 7.0994
C 1.8342 0.8613 7.2195
C 1.5822 2.9819 8.3820
H 4.3507 2.7294 5.9393
H 4.5522 3.0387 4.2926
H 4.3118 1.3079 4.8247
H 3.2071 1.6539 2.7290
H 2.1904 3.1852 2.7155
H 1.6023 1.5508 3.0199
H -0.6852 0.6896 5.6488
H -0.7694 1.0615 3.9328
H 0.8149 0.8021 4.8141
H -1.4843 3.7382 5.9575
H -0.9152 4.3738 4.4795
H -1.9908 2.9097 4.4171
H 2.4620 0.5772 6.3749
H 2.3782 0.6711 8.1447
H 0.8820 0.3412 7.1155
H 0.5982 3.0104 8.8500
H 1.8995 4.0166 8.2519
H 2.2415 2.5897 9.1562
O 4.3685 -5.2203 3.7971
P 5.3188 -5.0954 2.6661
N 5.8506 -6.6346 2.0320
C 6.4012 -6.6916 0.6330
C 6.3588 -7.6180 2.9229
N 6.8762 -4.4082 3.0316
C 7.4675 -4.4100 4.4261
C 7.8834 -4.1034 2.0491
N 4.8120 -4.3080 1.2642
C 4.8686 -2.9020 1.2113
C 3.7915 -4.9002 0.4250
H 6.0677 -7.6507 0.2367
H 7.4782 -6.6660 0.7991
H 6.1448 -5.8726 -0.0391
H 7.3972 -7.3563 3.1263
H 6.1587 -8.6336 2.5815
H 5.8317 -7.4849 3.8676
H 7.7832 -3.4055 4.7079
H 6.7183 -4.8064 5.1115
H 8.2739 -5.1425 4.3893
H 8.6173 -4.9082 2.0918
H 7.4513 -4.1093 1.0484
H 8.2998 -3.1354 2.3278
H 5.8594 -2.4728 1.3604
H 4.5828 -2.4372 0.2678
H 4.2076 -2.5641 2.0094
H 2.7410 -4.6816 0.6170
H 3.7938 -5.9822 0.5573
H 3.9429 -4.8910 -0.6544
O 4.4283 4.0519 -5.7694
P 4.4409 4.7787 -4.4578
N 4.3660 3.6689 -3.1904
C 5.4035 2.5992 -3.1125
C 3.0794 3.1958 -2.5307
N 3.1526 5.9028 -4.1723
C 1.8271 5.6889 -4.7847
C 3.1355 6.9429 -3.0873
N 5.8841 5.7467 -4.1688
C 6.3667 6.7128 -5.1149
C 6.3919 5.9546 -2.8063
H 5.2630 1.9156 -2.2752
H 6.4442 2.9228 -3.0925
H 5.3081 2.0595 -4.0547
H 3.3226 2.5090 -1.7200
H 2.4318 2.7150 -3.2638
H 2.6254 4.0264 -1.9902
H 1.2377 5.1855 -4.0183
H 1.3626 6.6598 -4.9574
H 1.8781 4.9975 -5.6258
H 2.1382 7.1033 -2.6778
H 3.7410 6.6078 -2.2452
H 3.4145 7.9611 -3.3586
H 5.9623 7.6950 -4.8704
H 7.4547 6.7456 -5.1720
H 6.0658 6.3443 -6.0956
H 5.9499 6.8361 -2.3418
H 7.4594 6.1742 -2.8225
H 6.1922 5.1166 -2.1385
O -2.7879 -5.0012 -6.2430
P -2.1751 -3.6669 -6.1115
N -3.3989 -2.5572 -5.6181
C -4.5358 -2.9579 -4.7909
C -3.2862 -1.1464 -5.8483
N -1.5349 -3.0321 -7.5664
C -0.0747 -3.0708 -7.9326
C -2.4834 -2.9106 -8.7196
N -0.8980 -3.3952 -4.9467
C -0.2713 -2.0799 -4.7023
C -0.8837 -4.2442 -3.8172
H -4.8112 -3.9993 -4.9575
H -5.4367 -2.4305 -5.1043
H -4.4451 -2.8829 -3.7072
H -3.4739 -0.6077 -4.9195
H -4.0175 -0.8541 -6.6018
H -2.3113 -0.8595 -6.2426
H 0.2677 -3.8056 -8.6613
H 0.2895 -2.0716 -8.1716
H 0.4720 -3.4254 -7.0588
H -3.0580 -3.8335 -8.6408
H -3.1831 -2.0850 -8.5894
H -1.9716 -2.8045 -9.6761
H -0.1498 -1.4869 -5.6088
H -0.6863 -1.5231 -3.8623
H 0.7661 -2.2474 -4.4128
H -1.2942 -5.2413 -3.9770
H -1.5657 -3.8074 -3.0877
H 0.1318 -4.4472 -3.4772
O 0.2343 -2.7705 -1.2288
P -0.1145 -1.6412 -0.3449
N 0.8885 -0.2335 -0.5894
C 0.5570 1.1300 -0.1570
C 1.9659 -0.3051 -1.5625
N 0.0670 -1.9523 1.3248
C 0.8250 -3.0984 1.7744
C -0.1985 -0.9263 2.2981
N -1.6771 -1.0503 -0.5952
C -2.8159 -1.2958 0.2781
C -2.0010 -0.5573 -1.9365
H 1.4880 1.6275 0.1148
H 0.0090 1.2256 0.7803
H -0.0616 1.6980 -0.8519
H 1.7509 -0.0111 -2.5898
H 2.3047 -1.3411 -1.5725
H 2.7843 0.3604 -1.2877
H 0.4053 -3.9752 1.2813
H 1.8729 -2.9644 1.5064
H 0.6737 -3.3138 2.8322
H 0.7922 -0.4956 2.4430
H -0.9762 -0.2141 2.0224
H -0.4724 -1.4000 3.2408
H -2.5436 -1.6360 1.2773
H -3.4423 -0.4103 0.3856
H -3.3927 -2.1257 -0.1302
H -1.2596 0.0895 -2.4055
H -2.9713 -0.0735 -2.0477
H -2.1150 -1.4065 -2.6103
O -8.9818 0.6256 -2.6142
P -8.1787 0.9370 -1.4069
N -6.9071 -0.0884 -1.0861
C -6.3786 -0.9882 -2.1258
C -6.2198 -0.1655 0.1460
N -9.1348 1.0319 0.0255
C -10.0388 2.1609 0.3349
C -9.7207 -0.1866 0.5503
N -7.2398 2.4344 -1.3145
C -6.8962 3.1332 -0.0935
C -6.8220 3.1599 -2.4601
H -6.2757 -0.4914 -3.0905
H -7.1491 -1.7031 -2.4144
H -5.4959 -1.5151 -1.7635
H -7.0356 -0.1085 0.8666
H -5.5822 0.7166 0.2042
H -5.5822 -1.0028 0.4295
H -11.0106 1.7957 0.0028
H -9.9730 2.2635 1.4181
H -9.7769 3.1089 -0.1351
H -9.9099 -0.0761 1.6181
H -10.6453 -0.4411 0.0323
H -9.0959 -1.0687 0.4102
H -5.8439 3.3218 0.1195
H -7.4992 4.0326 0.0309
H -7.1615 2.4667 0.7271
H -5.9589 2.6909 -2.9327
H -6.5492 4.1900 -2.2309
H -7.6805 3.1875 -3.1312
C -1.3800 -7.2963 -1.5949
C -1.0906 -6.2544 -0.5007
O -2.2237 -6.0073 0.2870
C -3.3161 -5.2226 -0.1022
O -3.5754 -4.7024 -1.2084
C -4.3080 -5.0409 1.0446
F -4.3880 -3.7565 1.4309
F -5.4972 -5.5025 0.5780
F -3.8247 -5.7044 2.1131
H -0.4172 -7.5313 -2.0487
H -2.0765 -6.9810 -2.3718
H -1.7951 -8.1782 -1.1071
H -0.8025 -5.3117 -0.9660
H -0.2119 -6.5240 0.0851
*
```

Output
- LUMO energy: 0.220 eV
- Energy: -281460.667 eV
- Structure (SMILES): CN(C)P(=O)(N(C)C)N(C)C.CN(C)P(=O)(N(C)C)N(C)C.CN(C)P(=O)(N(C)C)N(C)C.CN(C)P(=O)(N(C)C)N(C)C.CN(C)P(=O)(N(C)C)N(C)C.CN(C)P(=O)(N(C)C)N(C)C.CN(C)P(=O)(N(C)C)N(C)C.CCOC(=O)C(F)(F)F.ClCCCl.ClCCCl.ClCCCl.ClCCCl
- Gap between HOMO and LUMO: 7.77 eV

Mulliken population analysis, charges in e, atoms 1 to 2: -0.202 -0.029

***

Among the records above, which one has the highest gap between HOMO and LUMO?
C54H144N10O17